[1]
C4H4N2O | ωB97M-V/def2-TZVPD

For the HOMO-LUMO gap, the calculation gives 10.989 eV. As for the total charge: 0. Its energy relative to the best compared isomer or geometry (same formula, charge and spin) is 4.349 eV. As for the spin multiplicity: 1. Its SMILES is N#CC(C#N)CO.

Last column: Löwdin charge in e.
CARTESIAN COORDINATES (ANGSTROEM)
N 0.752 2.360 0.882  0.116
C 0.126 1.202 0.749  -0.093
C -0.238 -0.303 0.607  -0.291
C -1.362 -0.517 -0.248  -0.136
N -2.455 -1.115 -0.277  0.182
C 1.072 -0.817 -0.052  -0.250
O 1.179 -0.283 -1.379  -0.055
H -0.283 -0.721 1.673  0.181
H 2.050 -0.690 0.525  0.154
H 1.061 -1.845 -0.161  0.091
H 2.080 -0.583 -1.570  0.100

=====

[2]
C44H52N3OPPtSi | ωB97M-V/def2-TZVPD

For the HOMO-LUMO gap, the calculation gives 7.739 eV. As for the total charge: 0. Its energy relative to the best compared isomer or geometry (same formula, charge and spin) is 1.821 eV. As for the spin multiplicity: 1.

Last column: Löwdin charge in e.
CARTESIAN COORDINATES (ANGSTROEM)
Pt -0.551 -0.694 0.033  0.961
C -0.865 -0.295 5.359  -0.044
C 0.371 -0.801 4.664  -0.258
C 1.520 -1.002 5.423  -0.049
C 2.694 -1.485 4.865  -0.068
C 2.749 -1.793 3.516  -0.067
C 1.619 -1.597 2.737  -0.088
C 0.439 -1.107 3.296  -0.288
P -0.908 -0.911 2.110  0.908
C -1.623 0.735 2.513  -0.284
C -0.657 1.732 2.659  -0.120
C -1.002 3.054 2.873  -0.087
C -2.341 3.402 2.943  -0.082
C -3.306 2.422 2.785  -0.048
C -2.981 1.084 2.562  -0.245
C -4.114 0.109 2.396  -0.028
C -2.094 -2.256 2.354  -0.306
C -2.337 -2.990 3.510  -0.072
C -3.177 -4.089 3.451  -0.081
C -3.745 -4.464 2.236  -0.075
C -3.468 -3.753 1.079  -0.038
C -2.635 -2.639 1.129  -0.325
C -2.231 -1.850 -0.100  -0.318
H -0.856 -0.617 6.400  0.084
H -1.787 -0.652 4.905  0.057
H -0.909 0.795 5.342  0.087
H 1.489 -0.774 6.482  0.111
H 3.566 -1.622 5.492  0.105
H 3.657 -2.173 3.068  0.096
H 1.645 -1.798 1.671  0.060
H 0.394 1.469 2.604  0.114
H -0.230 3.804 2.984  0.107
H -2.636 4.429 3.114  0.102
H -4.354 2.692 2.833  0.107
H -5.065 0.640 2.425  0.078
H -4.126 -0.648 3.181  0.083
H -4.055 -0.421 1.446  0.069
H -1.857 -2.726 4.444  0.098
H -3.371 -4.669 4.343  0.102
H -4.384 -5.336 2.188  0.102
H -3.881 -4.069 0.129  0.114
H -3.153 -1.393 -0.456  0.029
H -1.934 -2.564 -0.886  0.065
C 4.623 0.359 0.513  -0.093
C 4.314 -0.745 -0.505  -0.594
C 5.452 -0.829 -1.520  -0.090
C 4.218 -2.072 0.260  -0.089
Si 2.625 -0.465 -1.323  0.458
O 1.511 -0.322 -0.167  -0.483
C 2.719 1.007 -2.520  -0.215
C 2.205 0.936 -3.815  -0.092
C 2.155 2.050 -4.645  -0.091
C 2.623 3.274 -4.196  -0.102
C 3.142 3.374 -2.911  -0.093
C 3.186 2.257 -2.094  -0.106
C 2.239 -1.985 -2.383  -0.217
C 2.923 -2.311 -3.559  -0.113
C 2.610 -3.443 -4.295  -0.090
C 1.592 -4.287 -3.872  -0.099
C 0.899 -3.991 -2.709  -0.089
C 1.227 -2.856 -1.979  -0.103
H 5.474 0.063 1.135  0.081
H 3.774 0.549 1.172  0.074
H 4.900 1.297 0.030  0.060
H 6.412 -0.940 -1.006  0.083
H 5.514 0.068 -2.140  0.076
H 5.341 -1.689 -2.182  0.067
H 5.148 -2.259 0.807  0.086
H 4.051 -2.917 -0.410  0.082
H 3.400 -2.054 0.982  0.032
H 1.813 -0.003 -4.184  0.092
H 1.749 1.959 -5.645  0.099
H 2.587 4.143 -4.840  0.097
H 3.506 4.327 -2.548  0.100
H 3.565 2.376 -1.088  0.090
H 3.711 -1.660 -3.920  0.100
H 3.158 -3.668 -5.201  0.099
H 1.346 -5.173 -4.444  0.097
H 0.109 -4.647 -2.368  0.098
H 0.698 -2.657 -1.049  0.059
C -4.759 2.415 -2.772  -0.165
C -4.353 0.959 -2.781  -0.186
N -3.259 0.793 -1.850  0.071
C -2.233 1.676 -1.698  -0.354
N -1.169 1.293 -1.049  -0.002
C -0.108 2.274 -0.832  -0.230
C -0.576 3.711 -0.921  -0.150
C -1.332 3.876 -2.212  -0.157
N -2.435 2.935 -2.213  -0.045
C -3.535 3.237 -3.111  -0.164
H -5.118 2.686 -1.776  0.122
H -5.554 2.606 -3.493  0.117
H -4.072 0.659 -3.800  0.122
H -5.174 0.314 -2.462  0.120
H -2.993 -0.132 -1.576  0.069
H 0.678 2.098 -1.554  0.081
H 0.329 2.083 0.149  0.086
H 0.282 4.384 -0.890  0.118
H -1.236 3.949 -0.082  0.111
H -0.668 3.700 -3.069  0.129
H -1.753 4.879 -2.317  0.121
H -3.240 3.052 -4.155  0.130
H -3.746 4.306 -3.023  0.120

=====

[3]
C31H46HfN3O3SSe2 | ωB97M-V/def2-TZVPD

For the HOMO-LUMO gap, the calculation gives 7.914 eV. As for the total charge: +3. Its energy relative to the best compared isomer or geometry (same formula, charge and spin) is 0.626 eV. As for the spin multiplicity: 1.

Last column: Löwdin charge in e.
CARTESIAN COORDINATES (ANGSTROEM)
Hf 0.160 -0.283 0.110  1.555
C 4.222 -2.368 -0.239  -0.036
C 3.539 -1.080 0.142  -0.209
C 2.620 -1.064 1.208  -0.260
C 2.440 -2.320 2.028  -0.030
C 2.057 0.175 1.642  -0.316
C 1.321 0.222 2.982  -0.027
C 2.525 1.390 1.071  -0.185
C 2.209 2.713 1.713  -0.006
C 3.483 1.356 0.040  -0.173
C 4.087 2.648 -0.434  -0.007
C 3.960 0.132 -0.445  -0.158
C 5.040 0.125 -1.494  -0.014
H 4.273 -2.510 -1.317  0.075
H 3.739 -3.242 0.180  0.073
H 5.254 -2.358 0.122  0.125
H 2.092 -3.160 1.427  0.060
H 1.757 -2.189 2.858  0.073
H 3.410 -2.601 2.444  0.124
H 2.070 0.124 3.771  0.128
H 0.594 -0.578 3.121  0.069
H 0.803 1.161 3.139  0.071
H 1.241 2.754 2.191  0.048
H 2.261 3.537 1.009  0.084
H 2.963 2.905 2.484  0.130
H 4.733 2.524 -1.295  0.079
H 4.691 3.086 0.365  0.121
H 3.327 3.384 -0.690  0.079
H 4.795 0.773 -2.336  0.086
H 5.255 -0.864 -1.882  0.076
H 5.973 0.508 -1.073  0.122
C -7.418 3.072 0.529  -0.016
C -5.967 2.733 0.646  -0.220
C -5.000 3.733 0.756  0.009
C -3.661 3.422 0.897  -0.028
C -3.283 2.079 0.910  -0.306
C -4.226 1.058 0.807  -0.062
C -5.557 1.394 0.680  -0.001
S -1.599 1.746 1.052  0.705
O -1.394 0.309 1.510  -0.438
O -0.945 2.756 1.811  -0.221
N -0.905 1.461 -0.379  -0.277
C -0.037 2.160 -1.214  -0.385
C -0.061 3.490 -1.593  0.039
C 0.849 3.881 -2.560  0.007
C 1.743 2.953 -3.089  -0.017
C 1.727 1.661 -2.612  -0.106
N 0.844 1.254 -1.684  0.035
H -7.569 4.133 0.349  0.091
H -7.938 2.806 1.451  0.107
H -7.884 2.508 -0.279  0.098
H -5.305 4.771 0.750  0.134
H -2.925 4.205 1.025  0.123
H -3.925 0.021 0.850  0.080
H -6.302 0.612 0.617  0.133
H -0.777 4.176 -1.164  0.132
H 0.860 4.905 -2.911  0.137
H 2.450 3.235 -3.855  0.132
H 2.432 0.927 -2.971  0.100
C -1.990 -0.262 -3.090  -0.290
Se -2.159 -1.117 -1.354  1.014
C -1.797 -2.965 -1.848  -0.479
C -0.454 -3.188 -2.507  -0.454
Se 1.070 -2.379 -1.561  1.009
C 1.988 -1.738 -3.150  -0.300
H -2.829 -0.568 -3.708  0.055
H -1.044 -0.525 -3.557  0.024
H -2.035 0.811 -2.915  0.034
H -2.595 -3.282 -2.521  0.096
H -1.901 -3.538 -0.926  0.067
H -0.428 -2.787 -3.520  0.076
H -0.238 -4.255 -2.565  0.091
H 2.156 -2.599 -3.794  0.061
H 2.946 -1.329 -2.840  0.014
H 1.392 -0.987 -3.658  0.027
C -0.370 -4.650 2.336  0.026
N -1.422 -3.636 2.434  -0.121
C -2.570 -3.975 3.283  0.023
C -1.360 -2.499 1.816  -0.242
O -0.369 -2.153 1.082  -0.269
H -0.843 -5.627 2.251  0.114
H 0.240 -4.632 3.239  0.119
H 0.246 -4.460 1.463  0.083
H -3.140 -4.778 2.818  0.114
H -3.201 -3.101 3.423  0.104
H -2.202 -4.310 4.250  0.116
H -2.210 -1.830 1.946  0.145

=====

[4]
C6H12N2O | ωB97M-V/def2-TZVPD

For the HOMO-LUMO gap, the calculation gives 9.627 eV. As for the total charge: 0. Its energy relative to the best compared isomer or geometry (same formula, charge and spin) is 2.438 eV. As for the spin multiplicity: 1. Its SMILES is C[C@]1([C@@H](N)C=O)C[C@@H]1N.

Last column: Löwdin charge in e.
CARTESIAN COORDINATES (ANGSTROEM)
C -0.579 1.639 0.339  -0.039
C -0.310 0.166 0.440  -0.334
C -1.046 -0.785 -0.466  -0.332
N -2.261 -0.242 -1.068  0.045
C 0.008 -1.080 -1.573  -0.220
O 0.335 -2.238 -1.862  0.015
C 0.431 -0.363 1.632  -0.075
C 1.318 -0.272 0.412  -0.285
N 2.276 0.815 0.344  0.033
H 0.127 2.087 -0.374  0.083
H -1.595 1.856 0.008  0.070
H -0.399 2.138 1.297  0.082
H -1.243 -1.733 0.046  0.143
H -2.968 -0.114 -0.347  0.085
H -2.632 -0.926 -1.726  0.084
H 0.215 -0.220 -2.231  0.140
H 0.625 0.330 2.445  0.110
H 0.200 -1.370 1.965  0.109
H 1.740 -1.243 0.157  0.133
H 2.793 0.791 -0.533  0.076
H 2.965 0.764 1.092  0.076

=====

[5]
C2H9N3O | ωB97M-V/def2-TZVPD

For the HOMO-LUMO gap, the calculation gives 9.566 eV. As for the total charge: 0. Its energy relative to the best compared isomer or geometry (same formula, charge and spin) is 1.305 eV. As for the spin multiplicity: 1. Its SMILES is [H]/N=C/N.NCO.

Last column: Löwdin charge in e.
CARTESIAN COORDINATES (ANGSTROEM)
H 0.865 2.528 0.656  0.040
N 0.673 1.552 0.549  0.075
C 0.690 1.047 1.718  -0.369
N 0.734 -0.278 2.004  0.086
H 0.574 1.643 2.628  0.117
H 0.357 -0.559 2.876  0.078
H 1.101 -0.986 1.389  0.099
N -1.471 -0.986 -0.548  0.025
C -0.811 -0.896 -1.809  -0.389
O 0.401 -0.186 -1.816  -0.088
H -1.047 -1.539 0.164  0.051
H -2.352 -0.538 -0.450  0.061
H -0.605 -1.904 -2.194  0.103
H -1.539 -0.533 -2.541  0.107
H 0.395 0.358 -1.012  0.004

=====

[6]
C20H26FeN3O6S | ωB97M-V/def2-TZVPD

As for the expectation value of S²: 1.069. For the HOMO-LUMO gap (alpha / beta), the calculation gives 6.063 / 8.340 eV. As for the total charge: 0. Its energy relative to the best compared isomer or geometry (same formula, charge and spin) is 0.000 eV. As for the spin multiplicity: 2.

Last column: Mulliken spin population.
CARTESIAN COORDINATES (ANGSTROEM)
Fe -0.470 1.091 0.794  0.018
C 0.879 0.542 3.448  -0.006
C 1.837 1.155 2.432  0.006
N 1.098 2.085 1.566  -0.012
C 0.767 3.407 2.115  0.005
C -0.538 3.441 2.914  -0.002
S -1.881 2.712 1.931  0.010
C -2.614 1.458 3.013  0.003
C -1.589 0.553 3.692  0.001
N -0.433 0.244 2.830  0.003
H 0.715 1.242 4.267  -0.001
H 1.331 -0.348 3.891  0.000
H 2.221 0.375 1.781  -0.001
H 2.675 1.646 2.940  0.001
H 1.594 2.218 0.689  0.001
H 0.657 4.076 1.261  0.000
H 1.586 3.789 2.736  -0.001
H -0.788 4.479 3.132  -0.001
H -0.464 2.927 3.869  0.000
H -3.210 0.878 2.309  0.000
H -3.283 1.910 3.746  0.000
H -2.098 -0.361 4.006  0.000
H -1.228 1.025 4.607  0.000
H -0.476 -0.723 2.523  -0.003
O -2.748 -0.768 0.552  0.139
C -1.820 -1.425 0.091  0.082
O -0.785 -1.860 0.895  0.006
C -1.472 -1.747 -1.249  0.306
C -2.230 -1.769 -2.425  -0.107
C -1.603 -2.053 -3.593  0.207
C -0.171 -2.228 -3.636  0.033
C 0.512 -2.446 -4.836  0.010
C 1.888 -2.546 -4.869  0.033
C 2.614 -2.420 -3.686  0.026
C 1.974 -2.217 -2.478  0.011
C 0.579 -2.136 -2.443  0.031
N -0.120 -1.989 -1.264  0.208
H -3.286 -1.547 -2.369  -0.002
H -2.153 -2.087 -4.524  0.018
H -0.065 -2.521 -5.750  -0.002
H 2.400 -2.711 -5.807  0.005
H 3.695 -2.475 -3.709  0.004
H 2.538 -2.106 -1.565  -0.004
C -0.334 3.383 -2.784  0.001
C -0.503 2.157 -1.905  -0.008
O -0.826 1.081 -2.385  0.004
O -0.298 2.379 -0.648  -0.008
H -0.281 3.092 -3.829  0.000
H 0.557 3.943 -2.500  0.000
H -1.194 4.040 -2.640  0.000
C 1.095 -3.841 0.516  0.003
O 1.418 -2.453 0.514  0.000
C 0.435 -1.594 0.085  -0.009
O 0.809 -0.359 0.193  -0.011
H 2.039 -4.379 0.472  0.000
H 0.485 -4.111 -0.346  -0.001
H 0.561 -4.105 1.430  -0.001